Record 1
Computed, not measured: 7 unconnected molecules or ions with the total composition C5H26N2O6 in a non-equilibrium geometry, with the ωB97M-V functional and the def2-TZVPD basis.

Geometry (Å):
1 C 0.7857 2.1686 -0.0859
2 C 1.0970 0.6576 0.1584
3 C 1.4015 -0.0603 -1.1996
4 C 0.1129 -0.6259 -1.8989
5 C 0.0519 -3.0936 -2.4445
6 N 0.3607 -1.8366 -2.7100
7 N 2.1829 0.4194 1.2184
8 H -0.0900 2.1446 -0.7606
9 H 0.3548 2.4449 0.9038
10 H 1.4902 2.9019 -0.4072
11 H 0.1959 0.0869 0.5949
12 H 2.0046 -0.9176 -0.8249
13 H 1.9475 0.6794 -1.8075
14 H -0.4290 0.0617 -2.4915
15 H -0.5920 -0.8558 -1.0664
16 H 0.3758 -3.8031 -3.2057
17 H -0.5299 -3.4075 -1.5912
18 H 0.7564 -1.5468 -3.5863
19 H 1.6913 0.1910 2.0897
20 H 2.9842 1.1149 1.3223
21 H 2.6508 -0.5049 1.0749
22 H 2.0639 -3.4966 -0.2924
23 H 1.6986 -3.7045 1.1712
24 O 1.6901 -3.0383 0.4681
25 H 4.2532 3.0659 2.7821
26 H 3.1631 2.2904 3.5569
27 O 3.7822 2.2151 2.8141
28 H -5.3947 1.8078 -0.2590
29 H -5.4582 0.2805 -0.3708
30 O -4.8531 1.0193 -0.3055
31 H -3.2503 2.2387 3.1611
32 H -3.2273 1.4231 1.6441
33 O -2.8476 1.7891 2.4289
34 H -0.4623 -0.5533 3.8128
35 H -1.2614 0.6339 3.0796
36 O -0.5140 0.0187 3.0469
37 H -2.8765 -0.2173 -3.9035
38 H -2.9832 -1.2658 -2.8205
39 O -2.3259 -0.7255 -3.2961

For the highest occupied orbital energy (spin up / spin down), the calculation gives -0.2845 / -0.4638 Ha. Its multiplicity is 2. The calculation puts the energy above the lowest of the compared OMol25 structures with the same formula, charge and spin at 7.83 kcal per mole. The energy comes out at -766.73532 Eh. Its net charge is +1.

---

Record 2
Computed, not measured: 7 unconnected molecules or ions with the total composition C5H26N2O6 in a non-equilibrium geometry, with the ωB97M-V functional and the def2-TZVPD basis.

Geometry (Å):
1 C -1.3657 -2.4768 0.8860
2 C -1.1865 -1.2295 0.0494
3 C 0.2492 -0.6927 0.0984
4 C 0.3873 0.7643 -0.2381
5 C 0.2662 1.3344 -1.4247
6 N 0.5288 1.6720 0.9119
7 N -1.6237 -1.5024 -1.3732
8 H -2.3433 -2.9534 0.8635
9 H -0.8980 -2.3419 1.8597
10 H -0.7250 -3.2960 0.5205
11 H -1.8539 -0.4561 0.4358
12 H 0.8436 -1.3037 -0.5742
13 H 0.6841 -0.8638 1.0554
14 H 0.4418 2.3930 -1.5359
15 H 0.1486 0.7341 -2.3158
16 H -0.0654 1.4004 1.7153
17 H 1.4810 1.7895 1.2941
18 H 0.2390 2.6232 0.6505
19 H -2.5389 -1.9560 -1.3702
20 H -1.7237 -0.5660 -1.8207
21 H -0.9730 -2.1900 -1.7704
22 H 0.4424 2.7908 3.6022
23 H -0.6655 1.9315 4.2341
24 O -0.2946 2.2091 3.3890
25 H 4.2742 -1.6152 0.5956
26 H 3.6025 -2.9251 0.8915
27 O 3.4427 -2.0814 0.4533
28 H 0.5944 -3.1582 -3.2130
29 H 0.9052 -3.8482 -1.8754
30 O 0.7095 -2.9907 -2.2704
31 H -2.4150 1.8620 -1.9011
32 H -3.5923 0.9796 -2.1007
33 O -2.6238 0.9338 -2.0925
34 H -2.2642 3.4465 0.1773
35 H -1.5215 4.3974 -0.7917
36 O -1.4300 3.5802 -0.2862
37 H 4.0474 1.6609 1.5838
38 H 3.5551 0.6362 0.5321
39 O 3.2611 1.3081 1.1546

For the highest occupied orbital energy, the calculation gives -0.6178 Ha. Its multiplicity is 1. The calculation puts the energy above the lowest of the compared OMol25 structures with the same formula, charge and spin at 0.00 kcal per mole. The energy comes out at -766.52062 Eh. Its net charge is +2.

---

Record 3
Computed, not measured: 7 unconnected molecules or ions with the total composition C5H26N3O6 in a non-equilibrium geometry, with the ωB97M-V functional and the def2-TZVPD basis.

Geometry (Å):
1 C 2.1198 2.4483 -0.0316
2 C 1.7288 1.0151 -0.2818
3 C 0.9384 0.9671 -1.6506
4 C -0.3388 0.0755 -1.6921
5 C -1.4997 0.6772 -1.8582
6 N -2.6863 0.0094 -1.9156
7 N -0.2286 -1.3312 -1.9438
8 N 0.6909 0.4218 0.7722
9 H 2.9268 2.4273 0.7220
10 H 1.3190 3.1689 0.2099
11 H 2.6494 2.9053 -0.9306
12 H 2.5541 0.4497 -0.2991
13 H 0.5694 1.9119 -1.8254
14 H 1.6032 0.8104 -2.5805
15 H -1.5659 1.8533 -1.9498
16 H -3.4334 0.5755 -2.1309
17 H -2.8518 -0.6469 -1.3028
18 H -0.7790 -1.5838 -2.7995
19 H -0.2657 -1.9345 -1.1623
20 H 0.5958 -0.4801 0.4853
21 H 0.8786 0.3683 1.8464
22 H -0.2578 0.9287 0.5665
23 H -1.0056 -2.1708 1.2925
24 H -0.3252 -3.2874 0.6978
25 O -0.4763 -2.3458 0.5174
26 H -1.7380 2.6893 0.5666
27 H -2.2305 1.6284 1.3947
28 O -1.7054 1.7980 0.6132
29 H 2.1885 -2.2593 0.7447
30 H 2.8193 -0.9685 1.3154
31 O 2.1045 -1.5781 1.5105
32 H -1.3450 1.5800 4.2207
33 H -1.6006 0.1712 3.7851
34 O -1.1038 0.9193 3.6175
35 H -3.6200 -2.5411 0.6807
36 H -4.0625 -1.2301 1.4618
37 O -3.2966 -1.7227 1.1388
38 H 3.5239 -1.1853 -1.4924
39 H 3.7158 -2.5750 -1.4781
40 O 3.4904 -1.9596 -0.8347

For the highest occupied orbital energy, the calculation gives -0.3851 Ha. Its multiplicity is 1. The calculation puts the energy above the lowest of the compared OMol25 structures with the same formula, charge and spin at 89.14 kcal per mole. The energy comes out at -821.50149 Eh. Its net charge is +1.

---

Record 4
Computed, not measured: 8 unconnected molecules or ions with the total composition C5H26NO8 in a non-equilibrium geometry, with the ωB97M-V functional and the def2-TZVPD basis.

Geometry (Å):
1 C -1.3769 1.3562 -1.3158
2 O -0.9057 0.8489 -2.5083
3 C -0.6774 0.6857 -0.0505
4 C -0.4647 1.6434 1.1231
5 C 0.2916 2.8970 0.7283
6 C 0.1232 0.9484 2.3943
7 N 0.6162 0.0889 -0.4267
8 H -1.0118 2.3968 -1.4676
9 H -2.4501 1.1610 -1.3382
10 H -1.3527 -0.2114 0.1998
11 H -1.5007 1.9851 1.4700
12 H -0.0129 3.6084 1.5108
13 H 1.3699 2.9280 0.5171
14 H -0.2495 3.3360 -0.1259
15 H 0.0548 -0.1916 2.3463
16 H -0.3344 1.1742 3.3472
17 H 1.2742 1.1265 2.4736
18 H 0.5675 -0.9117 -0.6718
19 H 0.9594 0.5210 -1.3006
20 H -0.4228 -1.8008 -3.3541
21 H -0.8511 -0.2072 -2.3662
22 O -0.5604 -1.5578 -2.4591
23 H -0.2881 -3.4629 -0.8237
24 H -0.8320 -2.1502 -1.3090
25 O -0.8728 -2.8127 -0.4096
26 H -0.0468 -2.6943 1.2375
27 H -0.8672 -3.0969 2.4486
28 O 0.0188 -2.7972 2.1954
29 H 2.8195 -0.9251 2.1938
30 H 1.8366 -2.1233 2.3775
31 O 2.7400 -1.8091 2.6357
32 H 1.4878 0.1745 -3.7805
33 H 0.8056 1.3389 -3.0315
34 O 1.6294 0.7771 -3.0420
35 H 2.1006 0.4884 1.1231
36 H 3.6432 0.7312 0.8400
37 O 2.9755 0.5903 1.5185
38 H -3.3199 -0.5934 -0.8045
39 H -3.1077 -2.0540 -1.1314
40 O -3.8084 -1.4065 -0.9635

For the highest occupied orbital energy (spin up / spin down), the calculation gives -0.3670 / -0.3670 Ha. Its multiplicity is 2. The calculation puts the energy above the lowest of the compared OMol25 structures with the same formula, charge and spin at 16.31 kcal per mole. The energy comes out at -862.60097 Eh.

---

Record 5
Computed, not measured: 7 unconnected molecules or ions with the total composition C5H27N2O7 in a non-equilibrium geometry, with the ωB97M-V functional and the def2-TZVPD basis.

Geometry (Å):
1 C -1.1943 0.1894 0.5304
2 N -0.9758 1.5124 -0.1308
3 C 0.4727 1.8110 -0.1031
4 C 1.0746 2.0227 1.3269
5 C 2.3593 1.2552 1.5442
6 O 2.1260 -0.1297 1.9267
7 C -2.0484 -0.6118 -0.4430
8 N -1.6393 -0.6004 -1.8773
9 H -1.7568 0.2541 1.4757
10 H -0.3034 -0.4219 0.7379
11 H -1.5207 2.1671 0.3859
12 H 0.7194 2.5948 -0.8465
13 H 1.0399 0.9525 -0.5687
14 H 0.4092 1.6909 2.1506
15 H 1.3575 3.0687 1.3825
16 H 2.8797 1.1195 0.5470
17 H 2.7969 1.6627 2.5431
18 H 1.3150 -0.5611 1.6574
19 H -3.0784 -0.1311 -0.5441
20 H -2.2779 -1.6170 -0.2067
21 H -1.5227 0.3405 -2.2700
22 H -0.7024 -0.9875 -2.1036
23 H -2.3195 -1.1056 -2.4044
24 H 3.0218 -0.7658 -2.1420
25 H 3.4680 -0.7543 -0.5642
26 O 2.7998 -0.9154 -1.2236
27 H 1.6575 -2.4496 -2.0693
28 H 0.7569 -3.0089 -2.9710
29 O 0.9248 -2.1023 -2.6612
30 H -1.3916 -0.1744 4.4796
31 H -1.1023 -1.4632 3.6217
32 O -1.3544 -0.5519 3.6129
33 H -3.2935 3.2448 2.1482
34 H -3.1388 4.2919 1.0215
35 O -2.8061 3.4610 1.3455
36 H -1.0546 -1.3736 -5.1693
37 H 0.0294 -1.4824 -4.1811
38 O -0.8356 -1.0342 -4.2817
39 H 1.3813 -3.8341 1.4146
40 H 2.1961 -2.6720 1.7928
41 O 1.5308 -2.8913 1.1162

For the highest occupied orbital energy, the calculation gives -0.4389 Ha. Its multiplicity is 1. The calculation puts the energy above the lowest of the compared OMol25 structures with the same formula, charge and spin at 76.28 kcal per mole. The energy comes out at -842.61772 Eh. Its net charge is +1.

---

Record 6
Computed, not measured: 9 unconnected molecules or ions with the total composition C5H27N3O8 in a non-equilibrium geometry, with the ωB97M-V functional and the def2-TZVPD basis.

Geometry (Å):
1 C 0.0387 -0.6898 -0.7165
2 C 0.4387 -0.9855 0.8498
3 C 1.0090 0.1407 1.4693
4 C 2.1352 0.9102 1.3216
5 N 2.4120 1.6719 2.3972
6 C 1.4011 1.3956 3.3818
7 N 0.5328 0.5458 2.6947
8 N -1.3413 -0.1193 -0.7145
9 H 0.6938 0.0835 -1.0362
10 H -0.1390 -1.7394 -1.2422
11 H -0.3496 -1.2806 1.4578
12 H 1.1069 -1.8946 0.8457
13 H 2.7730 1.0869 0.5713
14 H 3.1224 2.3262 2.3387
15 H 1.4624 1.7304 4.3900
16 H -0.1826 0.0596 3.1018
17 H -1.6154 0.0951 0.3260
18 H -1.3110 0.7187 -1.3777
19 H -2.2524 -0.7897 -0.9552
20 H 0.4968 2.4098 -0.2033
21 H 0.9635 3.8664 -0.0042
22 O 1.0290 3.0261 0.3717
23 H -1.3507 0.7639 -3.8558
24 H -2.4637 1.6049 -3.2674
25 O -1.8954 0.7961 -3.0720
26 H -1.4643 -4.2136 -1.8405
27 H -2.5082 -3.4760 -2.7043
28 O -1.8821 -3.4077 -1.9891
29 H -2.5269 2.7724 -0.4778
30 H -1.3824 3.7546 0.1543
31 O -1.5860 2.8565 -0.1660
32 H 3.3921 0.9855 -2.2079
33 H 3.2162 -0.5151 -2.0490
34 O 3.2931 0.3536 -1.5635
35 H 3.0040 -1.8165 -4.0472
36 H 3.4917 -2.5945 -2.8073
37 O 2.7564 -2.1410 -3.1935
38 H 0.0370 -1.8040 4.9412
39 H -1.0246 -1.5511 4.0180
40 O -0.1175 -1.5274 4.0917
41 H -4.2729 -1.7782 0.7857
42 H -5.0498 -0.6694 -0.1797
43 O -4.0901 -0.9609 0.1624

For the highest occupied orbital energy, the calculation gives -0.5629 Ha. Its multiplicity is 1. The calculation puts the energy above the lowest of the compared OMol25 structures with the same formula, charge and spin at 78.67 kcal per mole. The energy comes out at -972.28092 Eh. Its net charge is +2.